1.
# C5H16O2

A 3-piece molecular cluster, C5H16O2 overall (ωB97M-V/def2-TZVPD, the OMol25 dataset).

Each line ends with the Löwdin charge.
Cartesian coordinates (Å):
O1 2.266 1.324 -1.285  -0.068
O2 -0.030 2.053 -2.182  -0.089
C1 -1.506 -0.613 1.645  -0.282
C2 -1.435 0.893 1.848  -0.112
C3 -0.152 -1.818 -1.046  -0.071
C4 0.552 -1.181 0.221  -0.259
C5 -0.203 -1.378 1.549  -0.247
H1 2.061 0.912 -2.127  0.047
H2 -1.187 -1.970 -0.767  0.053
H3 0.551 2.095 -1.400  0.009
H4 1.597 -1.464 0.309  0.090
H5 0.354 -2.756 -1.248  0.063
H6 0.566 -0.068 0.065  0.080
H7 -0.432 -2.441 1.664  0.105
H8 -0.072 -1.050 -1.821  0.061
H9 -2.039 -1.048 2.532  0.115
H10 -1.913 1.307 2.734  0.064
H11 2.628 0.619 -0.730  0.048
H12 0.182 2.862 -2.669  0.042
H13 -0.429 1.297 1.775  0.064
H14 -2.138 -0.783 0.763  0.096
H15 0.504 -1.083 2.343  0.113
H16 -2.023 1.290 0.995  0.077

Calculated values
SMILES = CCCCC.O.O
Kohn-Sham gap = 11.47 eV
total charge = 0
DFT total energy = -9539.126 eV
HOMO energy = -10.73 eV
LUMO level = 0.740 eV
ΔE to the lowest compared entry with this formula, charge and spin = 68.0 kJ/mol

2.
# C8H16FK2O6

C8H16FK2O6 as an isolated structure (ωB97M-V/def2-TZVPD, the OMol25 dataset).

Each line ends with the Löwdin charge.
Cartesian coordinates (Å):
K1 11.096 31.544 5.386  0.448
K2 11.896 30.884 9.072  0.448
F1 12.269 32.990 7.417  -0.775
O1 12.712 39.542 6.496  -0.021
O2 6.490 33.992 6.746  0.115
O3 13.347 37.497 6.767  0.051
O4 6.012 35.005 8.602  0.056
O5 11.280 38.155 7.587  0.079
O6 8.062 34.365 8.355  -0.003
C1 5.019 36.485 10.301  -0.041
C2 11.755 40.471 5.945  -0.026
C3 13.826 35.250 5.818  -0.094
C4 6.235 35.472 9.936  -0.156
C5 6.861 34.484 7.797  -0.632
C6 12.370 38.361 7.010  -0.569
C7 9.125 33.792 7.624  -0.065
C8 13.008 36.087 6.722  -0.216
H1 9.962 34.382 7.997  0.092
H2 14.255 35.569 4.868  0.076
H3 11.140 39.940 5.219  0.091
H4 12.001 35.948 6.328  0.115
H5 4.078 35.946 10.411  0.062
H6 4.799 37.270 9.578  0.070
H7 13.331 34.345 5.468  0.057
H8 12.954 35.650 7.720  0.124
H9 14.770 35.106 6.344  0.081
H10 11.039 40.838 6.680  0.092
H11 7.181 35.999 10.061  0.114
H12 9.236 32.721 7.788  0.065
H13 5.252 36.870 11.294  0.063
H14 12.306 41.221 5.377  0.093
H15 9.187 34.018 6.559  0.089
H16 6.315 34.684 10.686  0.117

Calculated values
2S+1 = 2
Kohn-Sham gap (alpha / beta) = 3.31 / 9.74 eV
total charge = 0
DFT total energy = -56206.232 eV
HOMO energy (alpha / beta) = -3.80 / -9.93 eV
expectation value of S² = 0.750
LUMO level (alpha / beta) = -0.493 / -0.185 eV

3.
# C4H9NOS

One molecule with the formula C4H9NOS (ωB97M-V/def2-TZVPD, the OMol25 dataset).

Each line ends with the Löwdin charge.
Cartesian coordinates (Å):
S1 -1.404 -0.348 0.694  0.895
O1 -2.386 0.773 0.507  -0.605
N1 1.489 0.276 0.332  0.006
C1 -1.386 -1.282 -0.846  -0.297
C2 -0.057 2.081 -0.273  -0.046
C3 1.960 -0.901 0.944  -0.141
C4 0.362 0.796 0.313  -0.307
H1 -2.381 -1.500 -1.225  0.049
H2 -0.883 2.371 0.251  0.041
H3 2.848 -0.771 1.512  0.074
H4 -1.010 -2.209 -0.715  -0.015
H5 -0.857 -0.790 -1.761  0.099
H6 0.668 2.737 -0.377  0.045
H7 2.054 -1.742 0.296  0.078
H8 1.349 -1.448 1.594  0.052
H9 -0.365 1.956 -1.245  0.072

Calculated values
Kohn-Sham gap = 8.75 eV
total charge = 0
DFT total energy = -18663.515 eV
HOMO energy = -8.13 eV
LUMO level = 0.626 eV
ΔE to the lowest compared entry with this formula, charge and spin = 387.1 kJ/mol